(1)
Here is a single C21H20ClN3O3 molecule at a distorted geometry from the OMol25 dataset. Energies are from ωB97M-V/def2-TZVPD.

Cartesian coordinates (Å):
H: 6.301 2.230 1.467
H: -2.271 -0.698 1.505
O: 5.534 -1.467 -0.933
C: -3.139 -0.455 -0.466
C: -0.084 0.833 0.065
H: -2.781 -2.209 0.709
H: -0.200 2.698 -2.761
O: -5.191 -1.372 0.354
H: -3.231 -1.057 -1.370
C: 5.573 1.530 1.086
C: 5.063 -0.453 -0.188
H: -0.876 3.893 1.284
O: -1.360 -3.332 -1.170
H: -6.508 -0.626 1.768
H: -6.905 -2.188 1.000
C: -0.254 2.449 -1.714
C: -0.635 3.123 0.568
N: 1.896 -2.922 -1.470
H: -4.454 0.444 1.003
C: 3.695 -0.285 0.101
C: 3.303 0.805 0.879
N: 3.015 -2.251 -1.187
C: -0.564 3.428 -0.782
H: 2.255 0.945 1.092
C: -6.498 -1.194 0.828
H: 1.927 -3.741 -2.056
C: 0.152 -0.590 0.514
C: 4.225 1.706 1.368
C: -0.611 -2.498 -0.711
H: -2.651 0.488 -0.714
H: 3.897 2.542 1.965
C: -0.396 1.826 0.984
C: -0.016 1.157 -1.286
H: -7.120 -0.665 0.095
H: -0.449 1.589 2.037
Cl: -0.864 5.045 -1.309
C: 1.307 -1.252 -0.163
C: -2.305 -1.237 0.554
H: 4.782 -2.021 -1.226
N: -0.952 -1.465 0.112
C: 5.985 0.463 0.317
H: 7.027 0.309 0.084
H: 0.221 0.390 -2.007
H: -5.103 0.426 -0.656
C: 0.843 -2.347 -0.870
C: -4.530 -0.159 0.082
C: 2.698 -1.220 -0.392
H: 0.250 -0.617 1.609

Values from the calculation:
* frontier orbital gap: 8.9 eV
* energy relative to the best compared isomer or geometry (same formula, charge and spin): 62.3 kcal per mole
* total charge: 0
* HOMO energy: -8.3 eV
* SMILES string: COCCCN1C(=O)c2[nH]nc(-c3ccccc3O)c2[C@H]1c1ccc(Cl)cc1
* E_LUMO: 0.54 eV

(2)
Here is a molecular structure, C21H20Co2NO7 at a distorted geometry from the OMol25 dataset. Energies are from ωB97M-V/def2-TZVPD.

Cartesian coordinates (Å):
C: -2.372 -3.798 0.946
C: -0.605 1.171 -0.980
C: 4.101 3.684 -2.402
H: -1.880 2.618 0.009
H: -0.206 -4.049 1.097
N: -0.730 -2.008 1.021
O: 3.242 -2.010 0.673
H: 3.120 1.386 0.637
H: 0.333 -0.341 -2.215
H: -0.627 -1.367 0.226
H: -0.956 0.807 5.056
H: -3.868 -2.504 1.933
O: 6.194 0.758 -2.344
C: 3.327 -1.225 -0.144
C: -1.372 -1.050 3.218
O: 1.947 -0.905 -3.786
H: -3.023 -3.725 0.066
C: 1.445 2.823 -3.274
C: 2.549 -0.540 -2.892
C: -0.124 0.560 4.393
H: 0.507 1.442 4.264
H: -2.414 -0.762 1.351
C: -1.854 1.784 -0.677
C: -2.963 0.340 -2.243
H: -2.689 -3.214 3.029
H: -1.724 -1.069 -3.287
H: -3.916 1.903 -1.144
C: -2.991 1.381 -1.324
C: -2.809 -2.786 2.026
C: 1.868 1.317 -1.060
Co: 2.470 3.135 -1.814
H: -0.737 -3.503 -0.489
H: 0.470 -0.242 4.833
C: -1.762 -0.276 -2.553
H: -2.204 -0.879 3.907
O: -0.621 0.156 3.132
H: -2.448 -4.836 1.304
C: 0.578 1.642 -0.448
C: -1.872 -1.567 1.868
O: 0.773 2.606 -4.165
C: 3.075 1.765 -0.392
C: 1.608 4.352 -0.841
C: -0.603 0.130 -1.949
Co: 3.456 0.050 -1.427
H: -3.869 0.039 -2.750
H: -0.722 -1.807 3.667
C: -0.932 -3.408 0.584
C: 5.143 0.497 -1.990
H: 0.549 2.412 0.307
O: 5.119 4.041 -2.767
O: 1.017 5.068 -0.188

Values from the calculation:
* frontier orbital gap: 5.4 eV
* energy relative to the best compared isomer or geometry (same formula, charge and spin): 40.3 kcal per mole
* total charge: -1
* HOMO energy: -3.5 eV
* E_LUMO: 1.90 eV

(3)
Here is a single C21H20F2N4O molecule at a distorted geometry from the OMol25 dataset. Energies are from ωB97M-V/def2-TZVPD.

Cartesian coordinates (Å):
C: -3.752 -2.362 0.458
C: -2.694 -1.632 0.169
H: 0.286 0.732 -2.377
C: -3.690 1.714 -0.545
H: 4.704 1.472 1.628
H: -0.240 2.398 -0.975
H: -2.904 2.225 -0.553
C: 7.365 -0.285 0.846
H: -4.965 -4.183 1.004
C: 0.304 2.036 -0.111
N: -1.219 -0.076 -0.451
H: -0.171 0.804 1.467
N: 1.383 1.029 -0.634
H: -6.975 2.266 0.134
C: -4.817 -0.320 0.287
C: 6.951 -0.737 -0.738
C: -2.436 -0.526 -0.070
H: 1.500 -0.310 -1.919
C: 4.759 0.171 -0.180
H: -7.062 0.055 0.607
C: 6.625 0.589 1.515
C: -0.763 1.032 0.596
H: -1.523 1.693 0.828
N: 3.477 0.407 -0.426
H: 0.351 -1.271 -0.156
C: -6.077 1.730 0.109
H: -3.340 -4.238 1.588
H: 0.708 2.734 0.829
H: 3.288 -0.109 -1.556
C: -6.021 0.312 0.229
H: 7.613 -1.377 -1.139
C: 0.759 0.145 -1.453
O: 2.828 1.988 0.904
H: -1.897 -2.410 0.027
C: 2.498 1.125 0.076
C: -4.920 2.288 -0.205
H: -4.933 3.410 -0.643
C: -3.700 0.362 -0.140
N: -4.813 -1.517 0.544
H: -3.618 -4.454 -0.175
C: 5.734 -0.616 -0.861
F: 8.621 -0.618 1.155
C: -0.148 -0.637 -0.801
H: -0.497 -1.534 -1.377
H: 7.067 0.865 2.434
C: 5.207 0.823 1.235
C: -4.011 -3.819 0.804
F: 5.164 -1.372 -1.993

Values from the calculation:
* frontier orbital gap: 7.6 eV
* energy relative to the best compared isomer or geometry (same formula, charge and spin): 377.2 kcal per mole
* total charge: 0
* HOMO energy: -7.6 eV
* SMILES string: Cc1cc(N2CCN(C(=O)Nc3ccc(F)cc3F)CC2)c2ccccc2n1
* E_LUMO: -0.02 eV

(4)
Here is a molecular structure, C21H20F5ORuS at a distorted geometry from the OMol25 dataset. Energies are from ωB97M-V/def2-TZVPD.

Cartesian coordinates (Å):
C: -1.141 -2.433 3.735
C: -1.146 1.622 1.138
S: 0.131 -1.434 1.554
C: 2.078 1.831 -0.642
H: 1.835 0.935 -3.599
F: -1.360 -3.513 2.950
C: -1.523 -0.102 -4.113
C: -0.812 2.367 -0.075
F: 0.519 0.831 3.658
C: 2.347 0.584 1.278
H: -1.862 -0.945 -3.482
H: 1.840 2.654 -1.327
F: -0.441 0.819 6.179
H: 0.940 1.713 -4.971
H: 1.689 -1.528 -4.163
C: 0.665 -1.435 -3.756
H: -2.867 -0.014 -1.260
C: -0.443 -1.327 3.196
H: 1.635 2.719 1.405
H: 2.434 0.317 2.357
H: 0.191 -2.287 -4.260
C: -1.546 1.781 -1.159
C: -1.612 -2.445 5.046
C: 2.821 -0.178 0.183
H: -1.569 2.164 -2.166
H: -1.954 0.781 -3.653
H: 1.782 -2.155 -1.969
H: 0.416 1.859 -3.250
H: -0.257 3.295 -0.102
C: 1.900 1.840 0.782
H: -2.457 -0.199 1.394
C: 0.826 1.186 -4.004
O: 0.240 -0.932 -1.240
C: -2.244 0.646 -0.674
H: -1.932 -0.233 -5.134
H: 0.189 -2.786 -2.081
H: -0.983 1.968 2.145
C: -0.002 -0.094 -3.929
H: 3.227 -1.202 0.237
Ru: 0.350 0.469 0.219
C: 0.778 -1.904 -2.168
C: -2.000 0.517 0.727
C: -0.674 -0.246 5.380
H: 3.041 0.327 -1.983
C: -0.209 -0.249 4.068
F: -1.865 -1.330 7.127
C: 2.703 0.600 -0.984
F: -2.293 -3.511 5.519
C: -1.384 -1.342 5.867

Values from the calculation:
* 2S+1: 5
* frontier orbital gap (alpha / beta): 5.4 / 6.6 eV
* <S²>: 6.0314
* total charge: -1
* HOMO energy (alpha / beta): -2.6 / -3.8 eV
* E_LUMO (alpha / beta): 2.77 / 2.78 eV

(5)
Here is a molecular structure, C21H20IIrN6OS at a distorted geometry from the OMol25 dataset. Energies are from ωB97M-V/def2-TZVPD.

Cartesian coordinates (Å):
H: -1.975 -8.039 1.129
C: 1.461 -0.117 -3.558
C: -1.904 -6.992 1.407
H: 2.459 -0.326 -7.273
C: -0.823 -6.317 0.632
C: -0.936 0.234 3.134
N: 2.011 0.085 -1.224
N: 1.116 -4.841 -0.676
S: 0.688 -2.703 0.865
H: 1.382 -6.158 -3.065
C: 1.756 0.299 3.597
H: -1.706 -6.926 2.478
H: 4.006 0.199 0.193
C: -0.081 -6.895 -0.357
H: 4.202 -0.058 -5.542
C: 0.842 -0.359 -5.867
H: 1.557 -7.725 -2.253
O: -0.217 0.029 -1.885
I: -2.883 -0.653 0.153
C: 3.161 -0.122 -5.257
N: -0.558 -5.025 0.928
C: 2.106 0.239 1.120
H: 3.945 -0.583 1.787
N: -0.448 3.325 0.373
H: 3.559 0.066 -3.156
H: 2.825 0.336 3.747
C: -0.477 0.255 4.445
H: 3.914 1.183 1.671
C: 0.881 0.292 4.678
C: 1.244 0.262 2.317
C: 0.478 -0.277 -4.533
Ir: -0.489 0.263 0.081
H: 0.082 -0.483 -6.625
H: 1.266 0.323 5.688
H: -0.561 -0.335 -4.241
C: 0.417 -4.284 0.315
H: -1.084 -4.547 1.648
H: 2.740 -6.418 -1.986
H: -1.191 0.248 5.256
C: 2.806 -0.047 -3.922
C: -0.490 2.176 0.258
C: 0.882 -6.102 -1.011
N: 1.450 0.179 0.002
H: -1.990 0.226 2.896
C: 1.688 -6.652 -2.140
H: -2.865 -6.514 1.210
C: 2.179 -0.274 -6.229
C: 1.069 0.004 -2.147
H: -0.236 -7.927 -0.630
N: -0.102 0.220 2.105
C: 3.586 0.258 1.191

Values from the calculation:
* 2S+1: 2
* frontier orbital gap (alpha / beta): 6.9 / 4.6 eV
* energy relative to the best compared isomer or geometry (same formula, charge and spin): 28.7 kcal per mole
* <S²>: 0.7689
* total charge: +1
* HOMO energy (alpha / beta): -11.3 / -11.1 eV
* E_LUMO (alpha / beta): -4.42 / -6.48 eV

(6)
Here is 2 unconnected molecules or ions with the total composition C21H20N3O4 at a distorted geometry from the OMol25 dataset. Energies are from ωB97M-V/def2-TZVPD.

Cartesian coordinates (Å):
H: -1.050 2.907 2.982
C: 1.325 -1.029 -1.791
C: 2.498 1.531 2.980
N: 2.794 1.865 4.157
H: 0.550 1.152 4.671
H: -0.828 -0.563 -0.259
H: -1.345 2.342 4.641
H: 5.073 -2.349 -5.360
C: 4.656 -1.859 -3.311
C: 0.127 1.111 3.677
H: -2.666 -0.804 2.789
H: -3.183 -0.353 -0.982
H: -2.003 -1.033 -5.038
C: -1.088 -0.664 -1.305
C: 4.313 -2.069 -4.643
H: -0.148 -0.700 2.548
O: -6.207 2.341 2.838
C: -2.406 -0.545 -1.712
H: -4.084 0.812 2.289
H: 0.815 2.465 2.099
H: 3.284 1.222 2.291
C: 2.362 -1.369 -2.796
C: -0.573 -0.274 3.472
C: -0.092 -0.920 -2.240
H: -3.765 -0.568 -3.375
C: -1.749 -0.931 -3.992
O: 1.620 -0.846 -0.624
N: -5.747 1.739 3.705
H: 3.949 -1.352 -1.354
H: 3.806 1.811 4.260
C: -3.594 1.655 2.766
C: -0.427 -1.068 -3.586
H: 2.734 -2.076 -6.092
H: -0.412 -1.051 4.212
C: 0.618 -1.389 -4.600
H: 1.002 0.764 1.717
C: 1.060 1.495 2.526
C: -1.135 2.031 3.616
H: 5.684 -1.972 -2.993
C: 2.021 -1.562 -4.138
C: 3.684 -1.511 -2.390
O: 0.324 -1.512 -5.768
C: -1.975 -0.034 3.093
O: -4.331 2.053 3.904
C: -2.736 -0.669 -3.057
N: -2.258 1.209 3.166
H: -3.497 2.481 2.063
C: 3.000 -1.916 -5.056

Values from the calculation:
* frontier orbital gap: 7.6 eV
* energy relative to the best compared isomer or geometry (same formula, charge and spin): 72.0 kcal per mole
* total charge: +1
* HOMO energy: -11.8 eV
* E_LUMO: -4.24 eV

| no. | calculated total energy (hartree) |
| --- | --- |
| 1 | -1662.43559 |
| 2 | -4159.09540 |
| 3 | -1305.67350 |
| 4 | -1879.64701 |
| 5 | -2016.03031 |
| 6 | -1277.09695 |